Molecular formula: C4H7NS2
Method: DFT, wB97M-V/def2-TZVPD

XYZ file:
```
14
Properties=species:S:1:pos:R:3:forces:R:3
S -0.9592 1.1742 -0.8058 0.36 1.27 0.15
N -1.4563 -0.1955 -0.2194 -0.31 -0.89 -0.21
H -4.2531 -1.4148 1.0253 -0.44 -1.68 0.72
H 1.6101 1.6173 -0.8678 -1.88 -0.59 0.06
H 0.8738 -0.7559 0.7448 -2.05 -2.71 0.62
H -1.9856 -1.9207 0.3896 -0.94 -0.22 0.32
C -2.4261 -0.9557 0.1171 1.18 -0.20 -0.11
H 1.0349 -0.0128 -1.2430 0.09 -0.75 -1.63
H 2.3290 -0.1466 0.5366 -0.87 1.37 0.98
S -4.8326 0.4915 0.0355 0.26 0.55 -0.68
C -3.8457 -0.7434 0.3356 0.41 1.31 0.06
H 0.9569 0.7922 1.6559 1.00 -0.99 -1.37
C 1.2485 0.1847 0.7235 1.63 2.59 0.03
C 0.8310 0.8101 -0.6218 1.55 0.93 1.06
```
Positions in Å, forces in eV/Å.

frontier orbital gap	7.535	eV
energy above the lowest of the compared OMol25 structures with the same formula, charge and spin	64.8	kcal/mol
structure (SMILES)	CCS/N=C\C=S
energy	-1007.63102	Eh